(1)
This record from the Open Molecules 2025 dataset describes C50H43F5Ge2N5O6Ti as an isolated structure. The level of theory is ωB97M-V/def2-TZVPD.

Geometry as XYZ:
```
112
Properties=species:S:1:pos:R:3
Ti 0.14 -0.13 -0.13
C 1.55 -0.36 4.23
O 1.54 1.02 3.78
C 0.98 1.00 2.58
N 0.68 -0.13 2.06
C 1.05 -1.18 3.02
C -0.10 -2.09 3.34
C -1.31 -1.57 3.78
C -2.37 -2.41 4.06
C -2.24 -3.78 3.89
C -1.03 -4.31 3.44
C 0.04 -3.46 3.17
C 0.70 2.22 1.84
C 0.99 3.50 2.26
C 0.60 4.55 1.45
C -0.11 4.29 0.28
C -0.35 2.97 -0.06
N 0.10 1.95 0.67
C -1.22 2.54 -1.17
N -1.58 1.33 -1.29
C -2.39 1.27 -2.52
C -2.68 2.75 -2.81
O -1.67 3.45 -2.04
C -3.58 0.33 -2.40
C -4.89 0.74 -2.21
C -5.92 -0.19 -2.12
C -5.65 -1.55 -2.23
C -4.34 -1.97 -2.44
C -3.32 -1.04 -2.51
H 0.87 -0.44 5.08
H 2.56 -0.60 4.55
H 1.86 -1.76 2.56
H -1.42 -0.49 3.89
H -3.31 -1.99 4.40
H -3.07 -4.44 4.08
H -0.94 -5.37 3.26
H 0.96 -3.87 2.79
H 1.51 3.65 3.20
H 0.83 5.57 1.73
H -0.48 5.08 -0.36
H -1.75 0.86 -3.30
H -3.65 3.09 -2.45
H -2.56 3.02 -3.86
H -5.15 1.79 -2.13
H -6.94 0.15 -1.97
H -6.46 -2.27 -2.19
H -4.11 -3.02 -2.59
H -2.30 -1.38 -2.66
C -3.60 0.36 1.08
C -3.01 -0.97 0.76
N -1.76 -1.23 0.44
C -1.63 -2.60 0.34
C -2.84 -3.17 0.55
N -3.71 -2.12 0.80
C -3.35 -4.57 0.57
O -4.59 -4.69 0.01
O -2.82 -5.51 1.07
C -0.24 -3.10 0.09
O 0.03 -4.28 0.13
O 0.60 -2.12 -0.09
H -2.82 1.11 1.03
H -4.02 0.35 2.09
H -4.39 0.62 0.38
H -4.67 -2.22 1.08
H -4.77 -3.93 -0.57
F 1.13 2.05 -2.40
C 0.90 0.88 -3.08
C 0.40 -0.22 -2.40
C 0.19 -1.32 -3.20
F -0.34 -2.46 -2.70
C 0.46 -1.35 -4.56
F 0.24 -2.45 -5.29
C 0.97 -0.22 -5.18
F 1.25 -0.23 -6.49
C 1.19 0.92 -4.43
F 1.67 2.02 -5.02
C 3.92 -3.31 0.27
Ge 4.41 -1.47 0.78
C 4.75 -1.54 2.73
C 6.19 -1.09 0.02
Ge 2.86 0.16 -0.25
C 3.50 1.93 0.43
C 4.06 2.04 1.70
C 4.41 3.27 2.25
C 4.20 4.44 1.53
C 3.64 4.36 0.26
C 3.29 3.12 -0.28
C 3.66 -0.07 -2.05
C 3.43 -1.29 -2.69
C 3.94 -1.55 -3.96
C 4.70 -0.58 -4.61
C 4.95 0.63 -3.98
C 4.44 0.88 -2.71
H 4.30 -4.01 1.01
H 4.38 -3.55 -0.69
H 2.84 -3.43 0.17
H 5.50 -2.32 2.89
H 3.87 -1.82 3.31
H 5.15 -0.61 3.12
H 6.93 -1.78 0.44
H 6.50 -0.06 0.25
H 6.17 -1.20 -1.06
H 4.24 1.14 2.28
H 4.85 3.32 3.24
H 4.48 5.40 1.94
H 3.48 5.26 -0.32
H 2.84 3.09 -1.26
H 2.83 -2.05 -2.20
H 3.74 -2.50 -4.43
H 5.09 -0.78 -5.60
H 5.55 1.38 -4.48
H 4.66 1.82 -2.23
```

## Properties
⟨S²⟩: 0.760
HOMO energy (alpha / beta) (eV): -6.9 / -6.8
2S+1: 2

=====

(2)
This record from the Open Molecules 2025 dataset describes C50H44MoN3O5S as an isolated structure. The level of theory is ωB97M-V/def2-TZVPD.

Geometry as XYZ:
```
104
Properties=species:S:1:pos:R:3
Mo -0.81 0.27 0.73
O 0.39 0.39 2.06
C 0.93 -0.42 3.13
C -0.29 -0.61 4.02
C -1.45 -1.35 3.39
C -2.08 -2.29 4.19
C -3.21 -2.93 3.76
C -3.73 -2.58 2.53
C -3.09 -1.63 1.76
C -3.78 -1.20 0.49
C -2.93 -1.44 -0.77
O -1.82 -0.51 -0.53
C -2.42 -2.87 -0.79
C -3.35 -3.90 -0.87
C -2.94 -5.22 -0.77
C -1.60 -5.52 -0.59
C -0.67 -4.50 -0.52
C -1.08 -3.17 -0.62
C -3.66 -1.00 -2.03
C -4.21 0.29 -2.06
C -4.80 0.77 -3.22
C -4.84 -0.02 -4.36
C -4.29 -1.29 -4.34
C -3.69 -1.77 -3.18
N -1.91 -1.07 2.14
C 1.48 -1.71 2.53
C 2.29 -1.62 1.39
C 2.83 -2.76 0.81
C 2.59 -4.01 1.37
C 1.80 -4.11 2.51
C 1.25 -2.96 3.08
C 2.04 0.35 3.83
C 2.56 -0.13 5.02
C 3.60 0.54 5.66
C 4.13 1.69 5.09
C 3.63 2.16 3.88
C 2.58 1.49 3.25
H -0.64 0.38 4.28
H -0.01 -1.12 4.94
H -1.67 -2.50 5.17
H -3.70 -3.68 4.37
H -4.65 -3.02 2.17
H -3.99 -0.14 0.56
H -4.73 -1.73 0.41
H -4.41 -3.67 -1.03
H -3.68 -6.02 -0.84
H -1.28 -6.56 -0.51
H 0.38 -4.72 -0.38
H -0.34 -2.39 -0.57
H -4.16 0.92 -1.18
H -5.22 1.77 -3.23
H -5.29 0.37 -5.27
H -4.31 -1.91 -5.23
H -3.24 -2.76 -3.18
H 2.50 -0.64 0.97
H 3.46 -2.67 -0.07
H 3.02 -4.90 0.93
H 1.62 -5.07 2.96
H 0.64 -3.07 3.98
H 2.17 -1.05 5.46
H 4.00 0.16 6.59
H 4.94 2.22 5.59
H 4.06 3.04 3.43
H 2.20 1.85 2.30
O 1.67 0.30 -1.26
C 1.35 1.33 -2.21
C 0.08 2.04 -1.68
O -0.50 2.87 -2.33
O -0.21 1.78 -0.40
C 2.42 2.43 -2.17
C 2.57 3.31 -3.24
C 3.46 4.37 -3.14
C 4.20 4.57 -1.98
C 4.06 3.69 -0.92
C 3.16 2.62 -1.01
C 1.18 0.71 -3.59
C -0.01 0.73 -4.32
C -0.06 0.10 -5.57
C 1.05 -0.55 -6.08
C 2.23 -0.57 -5.36
C 2.30 0.07 -4.13
H 2.08 -0.42 -1.75
H 1.99 3.17 -4.14
H 3.58 5.06 -3.98
H 4.89 5.40 -1.91
H 4.64 3.83 -0.02
H 3.04 1.93 -0.18
H -0.88 1.23 -3.94
H -0.98 0.13 -6.13
H 0.99 -1.04 -7.05
H 3.11 -1.07 -5.75
H 3.24 0.09 -3.58
S -2.16 2.45 2.12
C -1.03 3.58 1.53
N 0.12 3.88 2.12
C 0.82 5.00 1.48
C 0.06 5.11 0.15
N -1.16 4.33 0.44
H 0.32 3.55 3.05
H 1.88 4.78 1.33
H 0.73 5.91 2.07
H 0.61 4.66 -0.68
H -0.18 6.13 -0.10
H -1.77 4.04 -0.30
```

## Properties
⟨S²⟩: 2.011
HOMO energy (alpha / beta) (eV): -10.2 / -11.2
Net charge: +1
2S+1: 3